No. 1
DFT (ωB97M-V with the def2-TZVPD basis set) results for a molecular structure, C22H26Cl2N4O2.

Cartesian coordinates (Å):
O (-1.5501, -3.0870, -0.0660)
C (-0.2473, -2.9595, -0.2566)
N (0.3353, -1.8915, -1.0523)
H (1.2082, -1.7980, -0.7789)
N (-0.5805, -1.0729, -1.5802)
C (-0.9228, 0.0220, -0.4897)
O (-0.3553, 0.0932, 0.6686)
C (-1.9260, 1.1209, -1.1584)
C (-3.3525, 0.7845, -0.6604)
C (-4.2024, 1.7333, -0.5037)
C (-5.5997, 1.7176, -0.0778)
C (-6.0200, 0.3190, 0.1436)
C (-4.9555, -0.9767, 0.0711)
C (-3.6598, -0.4441, -0.1843)
H (-2.9905, -1.3692, -0.3728)
H (-5.3346, -1.8304, 0.5803)
Cl (-7.4940, -0.2789, 0.7975)
Cl (-6.7222, 2.7525, 0.0546)
H (-3.8635, 2.8984, -0.8156)
H (-1.9193, 1.1830, -2.0110)
H (-1.6803, 2.0811, -0.7441)
H (-1.3881, -1.0090, -2.0066)
C (0.6241, -3.7297, 0.4611)
H (1.1240, -4.3250, -0.1940)
C (1.5832, -2.8390, 1.0318)
N (2.5032, -2.1167, 0.4472)
C (3.6183, -2.9859, -0.0543)
C (4.3501, -1.7289, -1.0843)
N (4.6184, -0.6986, -0.2789)
C (3.5484, -0.0335, 0.1880)
C (2.8030, -0.7830, 1.0626)
H (1.8511, -0.4176, 1.3225)
H (3.4808, -1.0373, 1.9968)
H (3.7971, 0.7996, 0.5931)
H (2.7864, 0.2012, -0.6994)
C (5.5331, 0.4117, -1.2011)
C (6.1382, 1.3298, -0.6108)
C (6.0904, 2.6538, -0.6269)
C (6.6657, 3.6870, -0.1358)
C (7.1788, 3.4795, 1.1496)
C (7.3932, 1.9686, 1.6776)
C (6.5889, 1.1106, 1.0126)
H (6.6349, -0.0245, 1.1566)
H (7.7383, 1.6727, 2.4866)
H (7.6488, 4.2001, 1.5616)
H (6.8205, 4.5950, -0.5298)
H (5.6950, 2.7587, -1.7909)
H (6.4248, -0.5435, -1.6379)
H (4.9218, 0.7199, -2.1733)
H (5.0807, -2.3227, -1.3754)
H (3.6645, -1.6524, -1.9567)
H (3.3435, -3.6875, -0.5989)
H (4.4947, -2.9803, 0.6662)
H (2.2604, -3.7669, 1.9940)
H (1.1045, -2.4519, 2.0567)
H (0.1493, -4.4770, 1.2327)

Output
Kohn-Sham gap, eV: 8.27
Highest occupied orbital energy, eV: -8.5
Charge: 0
ΔE to the lowest compared entry with this formula, charge and spin, kJ/mol: 2394.8
LUMO, Eh: -0.00870

=====

No. 2
DFT (ωB97M-V with the def2-TZVPD basis set) results for a molecular structure, C41H49F3N4O3Pd.

Cartesian coordinates (Å):
Pd (-0.2569, -0.1397, -0.4502)
C (5.5139, -1.4160, 1.4184)
C (4.4502, -1.9435, 0.4504)
C (4.8731, -3.3131, -0.0965)
C (4.2479, -0.9497, -0.6694)
C (5.2594, -0.8490, -1.6151)
C (5.1782, 0.0030, -2.6963)
C (4.0572, 0.8017, -2.8372)
C (3.0451, 0.7691, -1.9001)
C (1.8333, 1.6527, -2.0628)
C (0.7428, 0.8442, -2.7876)
C (2.1094, 2.9672, -2.7936)
C (3.1135, -0.1076, -0.7851)
N (2.0655, -0.1019, 0.1264)
C (2.2483, 0.1830, 1.4155)
O (3.2883, 0.6007, 1.9244)
C (1.0106, 0.0589, 2.2738)
C (1.0877, 0.1226, 3.6639)
C (-0.0882, 0.0889, 4.3984)
C (-1.3023, -0.0194, 3.7392)
C (-1.2906, -0.1115, 2.3512)
N (-0.1593, -0.0635, 1.6712)
C (-2.5596, -0.3433, 1.5659)
O (-3.5554, -0.7873, 2.1345)
N (-2.4590, -0.0048, 0.2814)
C (-3.5192, -0.2484, -0.5949)
C (-4.5150, 0.7145, -0.8786)
C (-5.4876, 0.4082, -1.8174)
C (-5.5313, -0.8064, -2.4739)
C (-4.5964, -1.7705, -2.1530)
C (-3.6117, -1.5160, -1.2148)
C (-2.6262, -2.6010, -0.8602)
C (-3.3463, -3.9203, -0.5768)
C (-1.5746, -2.7490, -1.9708)
C (-4.6731, 2.0501, -0.1869)
C (-5.0624, 1.8904, 1.2834)
C (-3.4346, 2.9252, -0.3163)
H (5.6593, -2.1153, 2.2396)
H (5.1934, -0.4594, 1.8219)
H (6.4625, -1.2807, 0.9034)
H (3.5128, -2.0557, 1.0023)
H (5.8334, -3.2517, -0.6031)
H (4.1423, -3.7043, -0.8027)
H (4.9883, -4.0238, 0.7192)
H (6.1439, -1.4546, -1.5092)
H (5.9792, 0.0472, -3.4178)
H (3.9866, 1.4725, -3.6769)
H (1.5009, 1.8974, -1.0472)
H (1.1730, 0.2930, -3.6239)
H (-0.0480, 1.4865, -3.1734)
H (0.2869, 0.0936, -2.0822)
H (2.2468, 2.8145, -3.8622)
H (2.9959, 3.4484, -2.3897)
H (1.2719, 3.6488, -2.6589)
H (2.0580, 0.1995, 4.1312)
H (-0.0606, 0.1264, 5.4767)
H (-2.2521, -0.0499, 4.2512)
H (-6.2494, 1.1468, -2.0247)
H (-6.3045, -1.0032, -3.2013)
H (-4.6491, -2.7403, -2.6235)
H (-2.1045, -2.3080, 0.0576)
H (-3.7556, -4.3615, -1.4829)
H (-4.1588, -3.7490, 0.1261)
H (-2.6544, -4.6354, -0.1357)
H (-2.0355, -2.6973, -2.9560)
H (-1.0564, -3.7013, -1.8816)
H (-0.8235, -1.9411, -1.8784)
H (-5.5034, 2.5635, -0.6878)
H (-4.2169, 1.5683, 1.8823)
H (-5.8528, 1.1546, 1.3927)
H (-5.4147, 2.8435, 1.6730)
H (-2.5910, 2.4007, 0.1226)
H (-3.5799, 3.8726, 0.1997)
H (-3.2298, 3.1376, -1.3640)
F (0.0757, 7.3628, 1.6850)
C (-0.1827, 6.8454, 0.4799)
F (0.7363, 7.3439, -0.3667)
F (-1.3630, 7.3512, 0.0842)
C (-0.1745, 5.3399, 0.4666)
C (-0.6018, 4.6825, -0.6804)
C (-0.5381, 3.2999, -0.6944)
N (-0.0958, 2.5753, 0.3282)
C (0.2979, 3.2124, 1.4190)
C (0.2856, 4.5963, 1.5427)
H (-0.9630, 5.2326, -1.5362)
H (-0.8530, 2.7426, -1.5687)
H (0.6578, 2.6019, 2.2354)
H (0.6322, 5.0718, 2.4452)
C (1.7187, -4.3854, 1.3186)
C (0.8911, -3.8908, 2.5113)
C (-0.3523, -3.3475, 1.8122)
O (0.1525, -2.7109, 0.6498)
C (1.1715, -3.5597, 0.1350)
H (1.5521, -5.4501, 1.1516)
H (2.7814, -4.2265, 1.4762)
H (1.4019, -3.0759, 3.0281)
H (0.6645, -4.6791, 3.2261)
H (-0.9086, -2.6231, 2.4052)
H (-1.0233, -4.1743, 1.5338)
H (1.9131, -2.9084, -0.3326)
H (0.7510, -4.2300, -0.6286)

Output
Kohn-Sham gap (alpha / beta), eV: 6.10 / 5.99
Highest occupied orbital energy (alpha / beta), eV: -8.1 / -8.0
Charge: 0
ΔE to the lowest compared entry with this formula, charge and spin, kJ/mol: 363.2
LUMO (alpha / beta), Eh: -0.07217 / -0.07402

=====

No. 3
DFT (ωB97M-V with the def2-TZVPD basis set) results for a molecular structure, C21H28N6O.

Cartesian coordinates (Å):
C (4.6211, 2.9628, 0.4686)
C (3.7688, 1.8462, 0.6926)
C (2.4235, 2.0876, 0.5121)
C (1.4707, 0.8837, 0.7881)
N (0.1303, 0.6471, 0.5583)
C (-0.2669, -0.5411, 1.1021)
C (0.8400, -1.3018, 1.5373)
N (1.9423, -0.2707, 1.1209)
C (3.2458, -0.4020, 1.3357)
C (4.1625, 0.5712, 1.1553)
H (5.1276, 0.7026, 1.3254)
H (3.5504, -1.2808, 1.6975)
C (1.1374, -2.8051, 1.5823)
N (1.8678, -3.3038, 0.7363)
H (2.7985, -3.0881, 0.5017)
C (1.1814, -3.4179, -0.5065)
C (1.4650, -2.2517, -1.3089)
C (0.4147, -1.2740, -1.7187)
N (1.1779, -0.0261, -2.3583)
N (2.3660, -0.1919, -2.0872)
C (2.5820, -1.4198, -1.7401)
H (3.5203, -1.6417, -1.3247)
C (0.4577, 1.1874, -2.7142)
H (-0.0595, 1.6628, -1.7643)
H (1.2407, 1.8604, -3.4548)
H (-0.2144, 0.8692, -3.5279)
H (-0.6042, -1.4972, -1.7826)
H (1.7592, -4.0404, -1.2243)
H (0.1070, -3.6322, -0.4102)
H (1.6796, -2.7730, 2.7201)
H (0.1347, -2.9611, 1.7367)
C (-1.6068, -1.0412, 0.8246)
O (-1.7038, -2.1569, 0.6797)
N (-2.6536, -0.3324, 1.1569)
C (-2.6073, 1.1156, 1.5736)
H (-3.3456, 1.5610, 2.3207)
C (-2.6796, 2.1526, 0.2162)
H (-2.7853, 3.1789, 1.0553)
H (-1.8058, 2.1285, -0.1797)
C (-4.0214, 1.9892, -0.4204)
C (-3.6852, 0.4632, -1.1191)
C (-4.4854, -0.6025, -0.3136)
H (-5.5341, -0.7038, -0.5866)
C (-4.0004, -0.8866, 0.9571)
H (-4.0607, -1.7290, 1.1806)
H (-4.5069, -0.2519, 1.5294)
H (-3.9108, -1.6850, -1.0143)
H (-4.1350, 0.4740, -2.2083)
H (-2.6784, 0.4593, -1.5806)
H (-4.9585, 1.9244, 0.1190)
H (-3.9550, 2.7275, -1.2842)
H (-1.6009, 1.4180, 2.0190)
H (2.0083, 2.9784, 0.0964)
H (5.2642, 2.5986, -0.3631)
H (5.3401, 3.0876, 1.3503)
H (4.0802, 3.9720, 0.3428)

Output
Kohn-Sham gap, eV: 8.21
Highest occupied orbital energy, eV: -7.5
Charge: 0
ΔE to the lowest compared entry with this formula, charge and spin, kJ/mol: 1653.7
LUMO, Eh: 0.02492

=====

No. 4
DFT (ωB97M-V with the def2-TZVPD basis set) results for a gas-phase ion, C4H10NO2 (charge +1).

Cartesian coordinates (Å):
O (-0.4617, -1.2347, -1.2926)
C (-0.0686, -1.4988, -0.0461)
C (-0.3649, -0.4909, 1.0327)
N (-0.4691, 0.9365, 0.6472)
C (0.6234, 1.4605, -0.2154)
C (0.6198, 2.9895, -0.2765)
O (0.3128, -2.5780, 0.3174)
H (-0.3079, -2.0548, -1.8007)
H (0.3237, -0.6561, 1.8440)
H (-1.3278, -0.7965, 1.4408)
H (-0.5233, 1.5326, 1.4782)
H (-1.3784, 1.0779, 0.1962)
H (1.5661, 1.1857, 0.2663)
H (0.5869, 1.0016, -1.1997)
H (1.6240, 3.3687, -0.4528)
H (-0.0508, 3.3546, -1.0536)
H (0.3330, 3.4171, 0.6870)

Output
Kohn-Sham gap, eV: 11.53
SMILES string: CC[NH2+]CC(=O)O
Highest occupied orbital energy, eV: -15.1
Charge: +1
ΔE to the lowest compared entry with this formula, charge and spin, kJ/mol: 87.6
LUMO, Eh: -0.13271

=====

No. 5
DFT (ωB97M-V with the def2-TZVPD basis set) results for a molecular structure, C33H43BrN2O2Pt.

Cartesian coordinates (Å):
Pt (-0.0132, 0.2697, -0.3801)
O (-0.3243, 0.8618, 4.6985)
C (0.9099, 0.9239, 4.1050)
C (1.9890, 1.5755, 4.6784)
C (3.2001, 1.6213, 4.0036)
C (3.3349, 1.0177, 2.7618)
C (2.2470, 0.3619, 2.2045)
C (1.0250, 0.3060, 2.8608)
C (-0.1883, -0.4082, 2.2891)
O (0.0964, -1.0410, 1.0692)
N (-1.3355, 0.5113, 2.0874)
N (-1.0898, 1.3049, 0.9834)
C (-1.5999, 2.4719, 0.8244)
C (-1.3972, 3.2409, -0.3758)
Br (-0.2251, 2.4074, -1.6686)
C (-1.8600, 4.4635, -0.6645)
C (-2.8261, 5.2238, 0.1198)
C (-3.9137, 4.6170, 0.7549)
C (-4.8014, 5.3834, 1.4893)
C (-4.6106, 6.7553, 1.5973)
C (-3.5472, 7.3685, 0.9470)
C (-2.6675, 6.6109, 0.1951)
H (-0.2874, 1.2034, 5.5996)
H (1.8839, 2.0448, 5.6497)
H (4.0411, 2.1276, 4.4574)
H (4.2837, 1.0460, 2.2437)
H (2.3472, -0.1570, 1.2566)
H (-0.5382, -1.1626, 2.9979)
H (-1.5471, 1.0501, 2.9254)
H (-2.1927, 2.9183, 1.6177)
H (-1.4770, 4.9508, -1.5568)
H (-4.1047, 3.5585, 0.6192)
H (-5.6552, 4.9158, 1.9601)
H (-5.3078, 7.3519, 2.1698)
H (-3.4134, 8.4392, 1.0150)
H (-1.8464, 7.0895, -0.3243)
C (1.1451, -0.8232, -1.7999)
C (-0.0637, -1.5189, -1.7034)
C (0.2878, -2.7310, -0.7321)
C (1.6669, -2.7393, -0.5844)
C (2.2307, -1.6103, -1.1505)
C (3.6468, -1.2405, -1.1971)
C (4.0498, -1.8602, -2.5931)
C (4.4814, -1.9068, -0.1048)
C (3.8844, 0.2692, -1.2472)
C (-0.5770, -3.7738, -0.0905)
C (-2.0250, -3.3349, 0.1443)
C (-0.5203, -5.0448, -0.9820)
C (0.0266, -4.1806, 1.2732)
C (-1.1802, -1.4179, -2.7535)
C (-1.4473, -2.8177, -3.3331)
C (-2.4960, -0.8283, -2.2210)
C (-0.7068, -0.5501, -3.9292)
H (1.4131, -0.1924, -2.6350)
H (2.2047, -3.4329, 0.0385)
H (3.8922, -2.9368, -2.6166)
H (5.1150, -1.6570, -2.7117)
H (3.5162, -1.3911, -3.4196)
H (4.4628, -2.9936, -0.1840)
H (4.1371, -1.6221, 0.8930)
H (5.5178, -1.5885, -0.2094)
H (3.3748, 0.7452, -2.0854)
H (4.9509, 0.4559, -1.3680)
H (3.5631, 0.7535, -0.3234)
H (-2.5913, -3.2355, -0.7769)
H (-2.0601, -2.3958, 0.6957)
H (-2.5251, -4.0974, 0.7405)
H (-0.9624, -4.9114, -1.9638)
H (-1.0763, -5.8247, -0.4616)
H (0.5076, -5.3866, -1.1052)
H (0.1498, -3.3184, 1.9255)
H (0.9819, -4.6931, 1.1718)
H (-0.6579, -4.8832, 1.7463)
H (-1.9956, -3.4536, -2.6470)
H (-0.5254, -3.3227, -3.6306)
H (-2.0596, -2.7048, -4.2274)
H (-2.8489, -1.3168, -1.3165)
H (-3.2574, -0.9465, -2.9926)
H (-2.3940, 0.2383, -2.0177)
H (0.1801, -0.9656, -4.4098)
H (-0.5047, 0.4815, -3.6415)
H (-1.5002, -0.5188, -4.6748)

Output
Kohn-Sham gap, eV: 5.67
Highest occupied orbital energy, eV: -13.6
Charge: +2
LUMO, Eh: -0.29286

=====

No. 6
DFT (ωB97M-V with the def2-TZVPD basis set) results for a molecular structure, C34H80CdF6NO21S2.

Cartesian coordinates (Å):
Cd (-0.9731, 2.9005, -0.4539)
C (-1.8033, 6.5787, 1.4938)
C (-1.4024, 5.3826, 1.0481)
C (-0.6990, 4.4027, 2.0453)
O (-0.3726, 3.2438, 1.5943)
C (-0.3446, 4.8116, 3.2911)
C (-0.6122, 6.1634, 3.7238)
C (-1.4584, 7.0518, 2.8357)
O (-1.9202, 8.0263, 3.2729)
O (-0.2185, 6.5693, 4.7181)
O (-1.6526, 4.9279, -0.1576)
H (-2.3518, 7.1772, 0.7814)
H (0.3889, 4.1884, 3.7843)
C (0.6321, 0.1978, 1.9975)
F (-0.6232, 0.0766, 2.3104)
F (1.0696, 1.2915, 2.4722)
F (1.3172, -0.7120, 2.4312)
S (0.9124, 0.2790, 0.1315)
O (1.9073, 1.3065, -0.0012)
O (1.3410, -0.9870, -0.3201)
N (-0.4925, 0.8578, -0.5095)
S (-1.4429, -0.3639, -0.9852)
O (-1.4702, -1.5204, -0.1307)
O (-2.7020, 0.1795, -1.3198)
C (-0.7025, -0.9550, -2.5754)
F (-1.4939, -0.6283, -3.5930)
F (0.4486, -0.3173, -2.7601)
F (-0.4919, -2.2542, -2.5569)
C (4.0666, 4.4474, 3.3689)
C (3.3363, 3.4578, 4.2166)
O (4.2045, 2.9819, 5.2504)
H (3.3989, 4.9633, 2.6754)
H (4.8628, 3.9620, 2.8018)
H (4.4484, 5.2455, 4.0132)
H (3.0791, 2.5912, 3.6014)
H (2.4654, 4.0090, 4.5847)
H (3.7199, 2.2481, 5.6559)
C (-4.0534, -6.8243, -3.4117)
C (-3.7802, -5.4272, -3.9495)
O (-4.0205, -5.3650, -5.4203)
H (-3.2571, -7.4483, -3.7922)
H (-5.0765, -7.1109, -3.6641)
H (-4.0570, -6.7544, -2.3172)
H (-2.7617, -5.1001, -3.7997)
H (-4.4486, -4.6844, -3.4731)
H (-4.8521, -5.8197, -5.6030)
C (-5.0572, 2.0432, 2.0804)
C (-3.5815, 2.1981, 1.9504)
O (-3.1610, 2.6306, 0.5785)
H (-5.2771, 1.6683, 3.1107)
H (-5.4052, 1.1251, 1.5732)
H (-5.6575, 2.9132, 1.8717)
H (-2.9836, 1.3305, 2.2307)
H (-3.2071, 2.9686, 2.6589)
H (-3.7122, 3.3848, 0.3225)
C (5.3609, 0.5340, -0.2528)
C (6.6081, 0.3819, 0.6439)
O (6.2892, 0.4723, 2.0199)
H (4.7554, -0.3791, -0.2615)
H (5.6143, 0.8946, -1.2501)
H (4.6175, 1.2535, 0.1323)
H (7.3654, 1.1135, 0.3599)
H (6.9750, -0.6370, 0.5398)
H (6.2854, 1.3884, 2.3199)
C (3.5165, 1.6912, -3.0046)
C (3.9973, 0.3803, -3.5070)
O (2.9917, -0.3521, -4.1600)
H (4.1864, 2.0355, -2.2078)
H (2.5110, 1.6086, -2.5798)
H (3.4977, 2.4490, -3.7880)
H (4.3770, -0.1950, -2.6531)
H (4.8102, 0.5457, -4.2084)
H (2.2178, -0.3179, -3.5826)
C (1.5058, 6.0570, -1.1719)
C (1.9210, 4.6982, -1.6072)
O (1.1138, 3.6460, -0.9068)
H (2.2800, 6.7535, -1.5284)
H (1.4674, 6.1201, -0.0853)
H (0.5603, 6.3936, -1.5850)
H (2.9749, 4.5247, -1.3733)
H (1.7935, 4.5791, -2.6956)
H (1.7701, 2.9476, -0.6622)
C (-1.6837, 2.1346, 4.8765)
C (-1.9882, 3.2697, 5.8285)
O (-2.1537, 2.6879, 7.1449)
H (-0.7778, 1.6074, 5.1624)
H (-1.5125, 2.5161, 3.8554)
H (-2.5496, 1.4683, 4.7688)
H (-2.7423, 3.9573, 5.4423)
H (-1.0776, 3.8892, 5.7191)
H (-1.3153, 2.7565, 7.6019)
C (4.1591, -2.5456, 5.3106)
C (4.4336, -1.4389, 4.3890)
O (5.6044, -1.7315, 3.6190)
H (4.9861, -2.7319, 5.9900)
H (4.0464, -3.4505, 4.6987)
H (3.2253, -2.3615, 5.8293)
H (4.5420, -0.5057, 4.9691)
H (3.6014, -1.3465, 3.6788)
H (5.7911, -0.9147, 3.0795)
C (-5.1212, -2.1018, 2.3904)
C (-5.0471, -1.7346, 0.9645)
O (-6.3920, -1.5431, 0.4767)
H (-4.1454, -2.2904, 2.8675)
H (-5.5730, -3.1000, 2.4211)
H (-5.6681, -1.3837, 2.9884)
H (-4.6357, -2.4856, 0.2946)
H (-4.4107, -0.8522, 0.8044)
H (-6.7328, -0.7086, 0.8170)
C (2.6181, -3.6583, 0.0585)
C (3.4349, -4.8095, 0.6655)
O (2.9299, -6.2240, 0.4219)
H (2.7979, -3.4165, -0.9965)
H (2.9714, -2.7378, 0.5614)
H (1.5476, -3.7354, 0.2232)
H (3.5041, -4.6772, 1.7477)
H (4.4704, -4.7308, 0.2743)
H (3.2520, -6.5036, -0.4406)
C (-3.4817, 2.5931, -4.1962)
C (-3.1277, 3.1452, -2.8581)
O (-1.7137, 3.0869, -2.6286)
H (-3.5341, 1.4828, -4.1710)
H (-2.6940, 2.7245, -4.9472)
H (-4.4727, 2.8344, -4.5820)
H (-3.6349, 2.6677, -2.0310)
H (-3.3885, 4.2130, -2.7957)
H (-1.3047, 3.7004, -3.2534)
C (0.5131, -7.9306, -0.3955)
C (-0.4249, -6.8545, -0.9710)
O (-0.9688, -7.2917, -2.2184)
H (1.4607, -8.1431, -0.8750)
H (-0.0026, -8.9245, -0.5454)
H (0.5714, -7.9485, 0.6956)
H (0.1464, -5.9408, -1.1400)
H (-1.2277, -6.6284, -0.2628)
H (-1.5730, -7.9977, -1.9419)
C (-1.6847, -4.5609, -8.1781)
C (-2.5371, -3.3248, -8.0529)
O (-3.9419, -3.5915, -7.9411)
H (-0.6171, -4.2835, -8.2481)
H (-1.9050, -5.1707, -9.0477)
H (-1.7300, -5.1503, -7.2536)
H (-2.3201, -2.6967, -8.9429)
H (-2.1255, -2.6444, -7.2810)
H (-4.0558, -4.0287, -7.0681)

Output
Kohn-Sham gap, eV: 6.80
Highest occupied orbital energy, eV: -4.9
Charge: -1
LUMO, Eh: 0.06928